The molecule C7H11N in a non-equilibrium geometry, computed with ωB97M-V/def2-TZVPD.

XYZ file:
```
19
Properties=species:S:1:pos:R:3:forces:R:3
C 0.2412 1.5928 0.0696 1.487 0.002 -1.120
C -1.1135 0.8939 0.1373 -1.508 -1.802 0.326
C -1.4650 -0.3779 -0.8509 -1.269 2.224 0.928
C -0.5864 -1.1588 0.0638 -3.512 -2.277 3.798
N -1.0467 -0.2752 1.2374 4.486 2.351 -2.217
C 0.8053 -0.9522 -0.2903 1.023 -0.727 -4.277
C 1.9407 -0.5825 0.4672 1.038 1.616 1.644
C 1.3642 0.5938 -0.2892 -1.931 -2.674 0.100
H 0.3689 2.3868 -0.7643 -0.911 -1.106 1.378
H 0.4502 2.0759 1.0317 -0.222 0.038 -0.113
H -1.9422 1.6236 0.2649 0.505 -0.549 0.048
H -1.3785 -0.4009 -1.9033 0.847 0.256 -1.315
H -2.5610 -0.5018 -0.6759 0.842 -0.339 0.178
H -0.9266 -2.3024 0.3288 1.243 2.463 -0.962
H -1.8977 -0.5337 1.6038 -2.482 -0.590 0.434
H 0.8967 -1.6691 -1.1584 0.716 1.239 0.427
H 1.7700 -0.5051 1.4747 -0.251 -0.137 2.694
H 2.9960 -0.7287 0.2682 -0.305 -0.687 -0.490
H 2.0842 0.8218 -1.0149 0.204 0.699 -1.463
```
Positions in Å, forces in eV/Å.

Computed properties:
electronic energy	-8923.6292	eV
LUMO	0.040	hartree
total charge	0
gap between HOMO and LUMO	9.811	eV
energy above the lowest of the compared OMol25 structures with the same formula, charge and spin	94.53	kcal/mol
HOMO level	-8.725	eV

***

A cluster of 5 separate species, C30H29Cl2F32N2O4S in total, computed with ωB97M-V/def2-TZVPD.

XYZ file:
```
100
Properties=species:S:1:pos:R:3:forces:R:3
C -2.1686 -0.6794 -7.9201 -0.028 -0.417 0.002
C -0.8799 -1.3232 -7.4089 0.171 0.206 0.047
S 0.4876 -0.1102 -7.4304 -0.184 0.009 -0.054
C 1.6348 -0.8575 -6.2513 0.341 -0.098 -0.251
C 1.8834 -0.0301 -5.0296 0.231 -0.024 0.204
C 3.2003 0.1972 -4.6140 -0.182 -0.010 -0.096
N 3.4622 0.8928 -3.5183 -0.168 -0.046 -0.075
N 2.5684 1.4229 -2.6933 0.034 -0.270 -0.465
C 1.3227 1.2314 -3.0659 -0.040 0.206 0.079
C 0.9110 0.5328 -4.2243 -0.129 0.060 0.301
C -0.5464 0.4612 -4.4870 -0.063 -0.126 -0.024
Cl -1.1966 1.9515 -5.0423 -0.052 0.114 0.075
C -1.2758 -0.6251 -4.2267 0.410 0.024 0.092
C -0.7006 -1.8903 -3.6532 -0.285 -0.190 -0.072
Cl -2.9543 -0.6402 -4.5321 -0.194 0.146 0.103
H -3.0142 -1.1171 -7.3894 -0.014 0.041 -0.040
H -2.1884 0.3942 -7.7499 -0.012 0.060 -0.025
H -2.3136 -0.8990 -8.9744 0.046 0.231 -0.103
H -0.9948 -1.6564 -6.3785 0.012 -0.047 -0.100
H -0.5741 -2.1631 -8.0263 -0.096 -0.128 0.032
H 2.5852 -1.0169 -6.7633 0.023 -0.044 0.064
H 1.2880 -1.8487 -5.9525 -0.136 0.024 -0.063
H 4.0459 -0.1825 -5.1715 0.093 0.067 0.060
H 4.4268 1.0548 -3.2575 0.053 0.053 0.111
H 0.5713 1.6588 -2.4150 0.051 0.047 0.063
H -1.3757 -2.7201 -3.8540 -0.002 -0.007 -0.034
H 0.2611 -2.1406 -4.0980 0.096 0.072 0.139
H -0.6054 -1.8276 -2.5684 0.073 0.069 0.004
C -6.4805 -3.9415 -0.2454 0.289 -0.137 0.402
C -7.9866 -3.8467 -0.5261 0.061 0.169 -0.100
C -8.6218 -4.9358 -1.3954 -0.104 -0.046 0.053
F -8.0866 -4.9323 -2.6328 0.074 -0.025 -0.006
F -9.9420 -4.6832 -1.5008 0.023 -0.005 -0.028
F -8.2832 -2.6256 -1.0153 -0.003 -0.018 0.001
F -8.5922 -3.9724 0.6895 -0.008 -0.017 0.055
O -5.6336 -3.1189 -1.0315 -0.345 0.162 -0.220
C -5.0699 -3.5420 -2.1965 0.067 -0.016 0.175
C -5.5343 -2.7131 -3.3999 -0.103 0.044 -0.094
F -6.8653 -2.7945 -3.5514 0.028 -0.042 0.011
F -4.9423 -3.2120 -4.5144 0.029 -0.003 -0.026
F -5.2400 -4.8539 -2.4074 -0.073 -0.079 -0.031
F -3.7275 -3.3243 -2.0937 0.103 -0.034 -0.012
H -6.3690 -3.5451 0.7630 -0.002 -0.006 0.002
H -6.1368 -4.9754 -0.2187 -0.101 -0.027 -0.166
H -8.4825 -5.9202 -0.9405 0.012 0.002 -0.012
H -5.2515 -1.6717 -3.2695 0.036 0.029 0.023
C 4.3325 0.6519 0.9327 -0.235 -0.471 -0.321
C 3.9779 2.1263 1.1944 0.139 -0.220 0.335
C 4.7801 3.1947 0.4453 -0.149 0.139 -0.045
F 6.0828 3.1479 0.7692 0.072 -0.079 0.037
F 4.2967 4.4086 0.7791 0.028 -0.012 -0.006
F 3.9898 2.3644 2.5154 0.036 0.095 -0.038
F 2.6912 2.2830 0.7542 -0.052 -0.026 -0.141
O 5.1465 -0.0024 1.8772 0.037 0.449 0.302
C 6.5128 -0.0241 1.7859 -0.097 -0.169 -0.135
C 7.1727 0.6372 2.9999 0.045 -0.001 0.326
F 6.7779 1.9220 3.1163 -0.034 0.034 -0.095
F 8.5106 0.6173 2.8348 0.033 -0.008 -0.046
F 6.9487 0.5066 0.6265 0.010 0.114 -0.020
F 6.8939 -1.3166 1.8004 0.056 -0.086 -0.073
H 3.3825 0.1230 1.0010 -0.042 0.066 0.037
H 4.6985 0.4993 -0.0848 0.111 0.216 0.019
H 4.6690 3.0612 -0.6359 0.010 -0.011 0.001
H 6.9067 0.0979 3.9118 -0.001 -0.034 -0.020
C 7.9350 2.3200 6.7683 -0.033 0.018 -0.574
C 7.8430 3.2832 7.9609 -0.172 -0.145 0.055
C 9.0366 3.3690 8.9189 0.044 0.145 -0.012
F 9.2594 2.1927 9.5341 -0.044 -0.111 -0.023
F 8.7562 4.2949 9.8609 0.021 -0.032 0.007
F 6.7078 3.0579 8.6501 0.047 -0.006 0.006
F 7.7584 4.5318 7.4124 0.022 0.049 -0.055
O 7.2703 1.0692 6.8900 0.102 0.192 0.501
C 7.9105 -0.0242 7.4092 -0.133 -0.009 -0.295
C 7.2128 -0.5499 8.6703 -0.083 -0.069 0.001
F 7.1820 0.3934 9.6264 0.069 0.055 0.015
F 7.9079 -1.6121 9.1286 -0.001 -0.027 0.038
F 9.2174 0.1837 7.6099 0.045 0.081 0.092
F 7.8016 -1.0149 6.4853 0.052 -0.092 -0.101
H 7.3947 2.8262 5.9698 -0.048 0.004 0.022
H 8.9594 2.1992 6.4179 0.092 -0.012 0.222
H 9.9371 3.6739 8.3787 0.002 -0.019 0.006
H 6.1927 -0.8545 8.4280 0.004 -0.006 -0.005
C -6.4155 0.2951 0.4284 0.304 -0.405 0.294
C -6.4419 0.7934 -1.0233 -0.366 -0.025 0.082
C -5.8135 2.1549 -1.3321 0.110 -0.019 -0.065
F -6.4661 3.1460 -0.7053 -0.042 0.014 0.043
F -5.8874 2.3683 -2.6673 0.010 0.015 0.017
F -7.6870 0.7321 -1.5198 0.049 0.033 -0.013
F -5.6712 -0.1037 -1.7255 0.160 0.034 -0.043
O -7.5958 0.4425 1.1826 -0.246 0.190 -0.403
C -7.8474 1.5570 1.9346 0.065 -0.181 0.142
C -9.1165 2.2775 1.4653 -0.081 -0.005 0.013
F -8.9890 2.6493 0.1767 0.029 0.022 -0.007
F -9.2832 3.3827 2.2196 -0.030 0.043 0.003
F -6.7928 2.3891 1.9742 0.046 0.095 -0.067
F -8.0851 1.1453 3.1984 0.057 0.020 0.082
H -6.2934 -0.7837 0.3342 -0.004 0.010 -0.032
H -5.5403 0.6696 0.9613 -0.030 0.165 -0.089
H -4.7605 2.1653 -1.0352 -0.013 0.012 0.027
H -9.9816 1.6209 1.5729 0.000 -0.001 -0.002
```
Positions in Å, forces in eV/Å.

Computed properties:
electronic energy	-165582.6880	eV
LUMO	-0.195	hartree
total charge	+1
gap between HOMO and LUMO	6.756	eV
HOMO level	-12.074	eV